47
Properties=species:S:1:pos:R:3:forces:R:3:nbo_charge:R:1 method="wB97M-V/def2-TZVPD" total_energy_ha=-1097.416264 spin_multiplicity=1 de_lowest_kj_mol=29.8 homo_lumo_gap_ev=9.62 total_charge=-1 max_force_ha_per_bohr=0.0567
B 6.01600 -5.77577 3.69047 1.0 0.2 -0.4 -0.825
H 5.91207 -6.94659 3.39673 -0.3 -0.4 0.1 -0.045
H 6.19908 -5.66388 4.89536 -0.1 0.0 0.3 -0.066
H 7.07520 -5.38729 3.12871 -0.5 0.0 0.2 -0.044
H 5.04752 -5.13789 3.36200 -0.1 0.1 -0.1 -0.022
O 8.73463 -4.66938 6.38312 1.3 0.6 2.5 -0.962
H 8.20095 -4.85472 5.64232 -1.6 -0.3 -1.1 0.491
H 8.20813 -4.43942 7.18278 0.2 -0.4 -1.5 0.472
O 5.42513 -2.53931 4.84351 -0.3 0.8 -1.3 -0.942
H 5.59011 -3.46513 4.83247 0.1 -1.5 -0.5 0.478
H 5.58798 -2.33144 5.73718 0.2 0.6 1.8 0.465
O 7.95787 -7.79172 5.39149 -0.1 -0.3 -0.2 -0.976
H 7.42857 -7.30627 4.72890 0.2 -0.1 0.5 0.507
H 7.78973 -7.38072 6.24601 0.0 0.3 -0.3 0.466
O 1.82945 -4.16724 4.37401 -0.6 -0.3 -0.8 -0.950
H 1.79059 -3.44766 4.97728 0.0 1.0 0.7 0.450
H 2.59779 -4.65914 4.65108 0.4 -0.6 0.1 0.492
O 6.12227 -6.86461 8.01969 -0.4 0.1 -0.4 -0.945
H 5.58785 -7.25338 7.31386 0.0 0.3 0.0 0.474
H 6.62553 -7.61768 8.30594 0.5 -0.5 0.5 0.472
O 6.33240 -7.68942 0.47212 -1.0 0.6 -1.0 -0.960
H 6.53408 -7.43498 1.36791 0.4 0.3 0.7 0.490
H 5.73925 -6.96782 0.15856 0.6 -0.9 0.4 0.470
O 2.69494 -6.77323 2.17741 -0.4 -0.2 -0.7 -0.957
H 3.58419 -6.46514 2.37360 0.1 -0.1 0.3 0.481
H 2.61837 -7.68143 2.49997 0.2 0.6 0.3 0.474
O 8.99653 -7.25867 2.11271 0.9 0.0 0.3 -0.934
H 9.05738 -6.38004 2.49865 -0.7 0.3 0.1 0.474
H 9.93698 -7.49045 2.17483 -0.4 -0.5 -0.2 0.461
O 5.95133 -2.88197 1.72288 0.6 1.4 -0.5 -0.945
H 5.66981 -3.73190 1.98581 -0.8 -1.7 0.4 0.474
H 6.50800 -2.65848 2.47154 0.1 0.4 0.1 0.472
O 5.18121 -9.92242 2.33336 -0.3 -0.6 0.6 -0.959
H 4.96381 -9.61112 1.46442 0.0 0.4 -0.9 0.488
H 6.05576 -9.57667 2.49879 0.4 0.2 0.1 0.487
O 3.32693 -8.85811 4.17618 -0.4 0.2 1.4 -0.970
H 3.76966 -9.11079 3.36775 1.0 -0.4 0.0 0.494
H 4.00263 -8.70477 4.87216 -0.5 -0.3 -1.2 0.464
O 3.38804 -6.21953 5.41086 -0.3 0.3 0.7 -0.955
H 3.19417 -6.61271 6.27010 0.0 0.0 -0.2 0.468
H 4.23890 -6.52984 5.09873 0.4 -0.1 -0.2 0.497
O 5.12215 -4.11208 7.60943 -0.6 1.5 0.0 -0.962
H 4.95789 -4.70789 6.88869 0.0 -0.7 -0.5 0.486
H 5.73878 -4.50013 8.20815 0.5 -0.8 0.3 0.475
O 8.16298 -4.75787 0.22068 -0.1 -0.1 -0.4 -0.943
H 7.62808 -5.11768 0.94022 0.0 0.1 0.0 0.479
H 7.58434 -4.79489 -0.55649 0.2 0.1 0.4 0.463